Entry from the OMol25 dataset: 2 unconnected molecules or ions with the total composition C3H6FN3O at a distorted geometry (ωB97M-V/def2-TZVPD).

Bonds (Å) are listed after each position.
Atoms and positions in Å:
1 C -1.047 -0.217 0.121  C2 1.363, N10 1.410, N11 1.422
2 C -0.313 0.905 -0.119  C1 1.363, C3 1.360, F14 1.358
3 C 1.033 1.014 0.052  C2 1.360, H8 1.203, N12 1.398
4 H -0.907 -2.139 -0.586  N10 1.005
5 H 0.642 -1.384 -0.255  N10 1.086
6 H -2.768 -0.906 0.825  N11 1.062
7 H -2.811 0.819 0.458  N11 1.116
8 H 1.451 2.098 0.363  C3 1.203
9 H 3.713 -0.739 -0.840  no bonds
10 N -0.415 -1.469 -0.020  C1 1.410, H4 1.005, H5 1.086
11 N -2.469 -0.183 0.106  C1 1.422, H6 1.062, H7 1.116
12 N 1.778 -0.114 -0.303  C3 1.398, O13 1.640
13 O 3.210 0.302 0.381  N12 1.640
14 F -1.096 2.013 -0.183  C2 1.358

Its molecular weight is 119.10 g/mol. The energy above the lowest of the compared OMol25 structures with the same formula, charge and spin comes out at 158.9 kcal per mole. As for the LUMO energy: -0.97 eV.

Atomic partial charges in e from the Löwdin method, atoms 1 to 5: C -0.34; C -0.32; C -0.10; H 0.09; H 0.07